18
Properties=species:S:1:pos:R:3 method="wB97M-V/def2-TZVPD" spin_multiplicity=1 homo_ev=-9.30 relative_energy_kcal_mol=66.79
C 1.342 -1.616 1.312
C -0.651 1.268 -0.014
C -1.647 0.863 1.000
C -0.572 -1.058 -1.386
C 1.520 -0.351 0.903
C 0.137 0.143 -0.732
N 1.254 -2.737 1.618
O -0.370 2.386 -0.283
O 1.081 0.683 -1.582
Br 3.187 0.137 0.119
H -2.179 0.080 0.428
H -2.127 1.700 1.381
H -1.206 0.370 1.824
H -0.819 -0.673 -2.439
H -1.444 -1.311 -0.700
H 0.053 -1.944 -1.409
H 1.328 0.426 1.626
H 1.113 1.633 -1.667

21
Properties=species:S:1:pos:R:3 method="wB97M-V/def2-TZVPD" spin_multiplicity=1 homo_ev=-10.70 relative_energy_kcal_mol=141.61
C -1.258 0.117 -1.958
C -0.238 -0.366 -0.735
C 0.300 0.889 0.193
N 0.345 2.222 -0.520
C -0.726 2.931 0.040
O -1.836 3.519 0.568
C 1.789 0.399 0.774
S 1.472 -1.361 1.450
O 2.349 -2.440 0.770
O 1.960 -1.293 2.950
O -0.193 -1.719 1.518
C -0.860 -1.546 0.218
Br -2.772 -0.984 0.658
H -2.126 0.816 -1.590
H -1.712 -0.871 -2.450
H -0.670 0.741 -2.788
H 0.713 -0.819 -1.297
H -0.417 0.917 1.146
H 2.577 0.257 -0.103
H 2.217 1.115 1.595
H -0.914 -2.523 -0.438

17
Properties=species:S:1:pos:R:3 method="wB97M-V/def2-TZVPD" spin_multiplicity=1 homo_ev="-1.67 / -1.63" charge=-1 relative_energy_kcal_mol=21.67
C 0.058 -0.187 -1.223
C -0.970 -0.905 -1.829
C -0.821 -2.300 -1.593
C 0.342 -2.561 -0.816
C 0.994 -1.374 -0.491
Ca 2.129 1.691 1.114
P -0.246 2.996 1.253
H 0.265 0.890 -1.237
H -1.785 -0.461 -2.403
H -1.503 -3.065 -1.962
H 1.932 -1.216 0.055
H 0.671 -3.556 -0.512
H -1.586 2.494 1.107
H -0.372 4.004 0.225
H -0.544 3.894 2.342
O 0.445 -0.528 3.350
C 0.990 0.184 2.620

19
Properties=species:S:1:pos:R:3 method="wB97M-V/def2-TZVPD" spin_multiplicity=1 homo_ev=-10.06 relative_energy_kcal_mol=0.00
C -1.009 -1.851 1.563
C 0.955 -0.574 0.705
C 0.433 1.607 0.045
C -1.188 -0.122 -0.479
C 0.252 -1.945 0.924
C 1.378 -2.810 1.919
N -1.952 -1.957 2.199
N 0.170 0.220 -0.089
O 2.079 -0.266 0.976
Cl 1.206 -2.113 3.486
Cl 1.193 -4.550 1.887
H -0.478 2.108 0.483
H 1.218 1.571 0.849
H 0.835 2.114 -0.924
H -1.586 0.448 -1.398
H -1.314 -1.155 -0.840
H -1.952 0.041 0.326
H 0.141 -2.584 0.101
H 2.198 -2.350 1.333

Electronic energy per entry: -3012.5749; -3561.0986; -1327.4676; -1338.5032 a.u.